Run 1
H14O7 | ωB97M-V with the def2-TZVPD basis set

SMILES: O.O.O.O.O.O.O
E_LUMO (eV): 0.40
HOMO-LUMO gap (eV): 11.095

Atoms and positions in Å:
O 2.016 0.705 0.508
O 0.228 1.747 -1.509
O 1.065 -2.089 0.845
O -0.025 -1.577 -2.291
H 2.196 1.587 0.839
H 1.451 0.969 -0.228
H 0.273 2.692 -1.302
H -0.415 1.428 -0.867
H 1.317 -2.658 0.110
H 1.029 -1.255 0.353
H -0.891 -1.613 -2.738
H -0.041 -0.631 -2.151
O 1.322 0.796 3.288
O -3.609 -1.999 -1.961
O -0.509 1.885 1.292
H -3.529 -2.966 -2.026
H -3.743 -1.699 -2.846
H 1.326 0.492 4.189
H 1.676 0.120 2.687
H -0.317 1.372 2.092
H -0.819 2.694 1.716

Atomic partial charges in e from the Mulliken method, atoms 1 to 4: O -0.6371; O -0.6750; O -0.6260; O -0.5962

Run 2
H14O7 | ωB97M-V with the def2-TZVPD basis set

SMILES: O.O.O.O.O.O.O
E_LUMO (eV): 0.19
HOMO-LUMO gap (eV): 11.454

Atoms and positions in Å:
O -0.992 3.875 -1.480
H -0.637 4.436 -0.791
H -0.818 2.984 -1.177
O 2.809 1.987 -3.587
H 1.998 2.182 -3.117
H 3.040 2.810 -4.019
O -0.907 -3.491 0.137
H -1.106 -3.690 1.052
H -1.250 -4.240 -0.351
O -0.200 0.342 -0.281
H -0.062 0.403 0.664
H -0.293 -0.596 -0.450
O 1.585 0.535 2.838
H 1.607 1.421 2.477
H 2.306 0.513 3.467
O 2.695 -2.959 0.440
H 1.826 -3.304 0.236
H 2.567 -2.441 1.235
O -4.724 -0.434 1.250
H -4.120 -0.577 0.521
H -5.323 0.243 0.936

Atomic partial charges in e from the Mulliken method, atoms 1 to 4: O -0.6453; H 0.3109; H 0.3219; O -0.6330

Run 3
H14O7 | ωB97M-V with the def2-TZVPD basis set

E_LUMO (eV): -0.21
HOMO-LUMO gap (eV): 7.470

Atoms and positions in Å:
O -2.296 -0.591 -0.036
H -2.439 -1.373 0.497
H -3.164 -0.365 -0.369
O 1.253 0.519 -0.296
H 1.290 1.331 -0.802
H 1.558 0.767 0.577
O -0.688 1.434 -0.114
H -0.436 2.176 -0.664
H -1.251 0.900 -0.675
O 1.541 1.124 1.435
H 2.082 1.553 2.098
H 0.933 0.580 1.936
O 1.032 -0.339 -2.037
H 1.027 0.465 -2.557
H 1.156 -0.041 -1.136
O -0.313 -2.598 0.459
H -0.441 -1.650 0.481
H 0.578 -2.712 0.128
O -0.410 -0.710 0.579
H 0.238 -0.172 0.124
H -1.250 -0.298 0.373

Atomic partial charges in e from the Mulliken method, atoms 1 to 4: O -0.5792; H 0.2995; H 0.2975; O -0.8194

Run 4
H14O7 | ωB97M-V with the def2-TZVPD basis set

SMILES: O.O.O.O.O.O.O
E_LUMO (eV): 0.24
HOMO-LUMO gap (eV): 11.492

Atoms and positions in Å:
O -3.498 -0.814 -0.750
H -3.948 -0.044 -1.097
H -4.073 -1.135 -0.055
O 3.477 2.892 -2.321
H 4.287 2.762 -1.828
H 2.860 2.269 -1.938
O -1.766 4.022 4.197
H -2.476 3.787 4.794
H -1.231 3.230 4.138
O -1.739 -5.051 -1.915
H -2.056 -4.152 -1.829
H -0.951 -4.978 -2.452
O 0.507 0.268 -0.410
H 0.712 0.382 0.518
H -0.430 0.072 -0.426
O 1.830 1.260 3.686
H 2.205 2.126 3.847
H 2.479 0.649 4.034
O 1.405 -2.882 -3.406
H 0.954 -2.407 -4.104
H 1.452 -2.256 -2.682

Atomic partial charges in e from the Mulliken method, atoms 1 to 4: O -0.6302; H 0.3175; H 0.3198; O -0.6415

Calculated relative energies: run 1 0.0; run 2 34.3; run 3 1431.0; run 4 40.5, given in kJ/mol

Run 1
H14O7 | ωB97M-V with the def2-TZVPD basis set

SMILES: O.O.O.O.O.O.O
E_LUMO (eV): 0.00
HOMO-LUMO gap (eV): 11.234

Atoms and positions in Å:
H -1.601 0.762 0.149
H -1.660 -0.665 -0.358
H 2.139 1.259 -1.961
H 3.389 2.099 -2.351
H 1.929 2.677 1.328
H 0.460 2.340 1.259
H -0.174 -2.397 3.836
H -1.280 -1.389 3.601
H -3.331 -3.720 -0.568
H -3.877 -2.952 0.630
H 1.689 -4.281 -2.135
H 1.648 -2.965 -1.460
H 0.904 3.910 -0.439
H 0.029 5.195 -0.661
O -1.863 0.253 -0.621
O 3.103 1.238 -2.132
O 1.296 2.204 0.792
O -0.428 -1.474 3.944
O -3.892 -2.998 -0.334
O 1.466 -3.355 -2.251
O 0.057 4.258 -0.269

Atomic partial charges in e from the Mulliken method, atoms 1 to 4: H 0.3007; H 0.3120; H 0.3223; H 0.2980

Run 2
H14O7 | ωB97M-V with the def2-TZVPD basis set

SMILES: O.O.O.O.O.O.O
E_LUMO (eV): 0.36
HOMO-LUMO gap (eV): 11.538

Atoms and positions in Å:
H 0.756 -1.757 0.267
H 1.716 -0.783 0.845
H -1.295 1.265 0.737
H -1.280 2.753 0.555
H -2.373 -0.506 0.382
H -2.589 0.356 -0.929
H -0.160 -2.436 -1.436
H -1.002 -1.222 -1.114
H 0.356 1.462 -1.189
H 0.888 0.115 -1.573
H -0.344 -0.611 1.496
H -0.527 0.545 2.315
H 3.313 0.891 0.874
H 2.209 0.803 -0.237
O 0.932 -1.322 1.138
O -1.163 1.941 0.042
O -2.648 -0.560 -0.570
O -0.071 -1.492 -1.326
O 1.186 1.041 -1.505
O -1.043 0.014 1.802
O 2.849 0.269 0.296

Atomic partial charges in e from the Mulliken method, atoms 1 to 4: H 0.3822; H 0.4317; H 0.4448; H 0.2688

Calculated relative energies: run 1 175.0; run 2 0.0, given in kJ/mol

Run 1
C6H6 | ωB97M-V with the def2-TZVPD basis set

SMILES: C#CCC#CC
E_LUMO (eV): 1.00
HOMO-LUMO gap (eV): 10.432

Atoms and positions in Å:
C -2.267 0.752 0.308
C -1.175 -0.170 0.004
C -0.212 -0.856 -0.224
C 1.161 -1.357 -0.412
C 2.020 -0.188 -0.152
C 2.516 0.878 0.104
H -2.330 0.924 1.387
H -2.081 1.718 -0.173
H -3.233 0.377 -0.041
H 1.316 -1.748 -1.425
H 1.389 -2.175 0.282
H 2.896 1.846 0.342

Atomic partial charges in e from the Mulliken method, atoms 1 to 4: C -1.1391; C 0.6654; C -0.3784; C -0.4607

Run 2
C6H6 | ωB97M-V with the def2-TZVPD basis set

SMILES: C#CCC=C=C
E_LUMO (eV): 0.90
HOMO-LUMO gap (eV): 10.379

Atoms and positions in Å:
C 3.061 0.011 0.391
C 1.889 -0.146 0.613
C 0.465 -0.371 0.846
C -0.295 -0.641 -0.422
C -1.535 -0.277 -0.531
C -2.557 0.459 -0.829
H 4.100 0.153 0.203
H 0.026 0.474 1.392
H 0.326 -1.259 1.468
H -2.006 1.249 -1.341
H 0.122 -1.284 -1.186
H -3.608 0.253 -0.607

Atomic partial charges in e from the Mulliken method, atoms 1 to 4: C 0.2133; C -0.4764; C -0.5444; C -0.3109

Calculated relative energies: run 1 0.0; run 2 41.6, given in kJ/mol

Run 1
C6H13NO | ωB97M-V with the def2-TZVPD basis set

SMILES: CC[C@@](C)(N)C(C)=O
E_LUMO (eV): 0.90
HOMO-LUMO gap (eV): 10.183

Atoms and positions in Å:
C 0.574 -0.064 -0.496
C -0.627 -0.963 -0.868
C 1.773 -0.825 0.060
C -0.200 0.388 1.969
C -1.851 -0.121 -0.477
C -0.132 0.862 0.540
N 1.005 0.682 -1.673
O -0.372 2.090 0.273
H 0.221 1.186 -2.075
H 1.667 1.400 -1.389
H -0.604 -1.884 -0.286
H -0.600 -1.195 -1.931
H 2.182 -1.455 -0.729
H 2.550 -0.133 0.387
H 1.497 -1.458 0.901
H -0.937 0.970 2.519
H -0.432 -0.673 2.044
H 0.779 0.566 2.420
H -2.554 -0.033 -1.309
H -2.382 -0.457 0.411
H -1.559 1.117 -0.292

Atomic partial charges in e from the Mulliken method, atoms 1 to 4: C 1.1891; C -0.9320; C -1.8230; C -1.5437

Run 2
C6H13NO | ωB97M-V with the def2-TZVPD basis set

E_LUMO (eV): -3.49
HOMO-LUMO gap (eV): 3.490

Atoms and positions in Å:
O 1.290 -2.298 2.260
C 0.844 -1.674 1.302
C 0.261 -2.095 0.070
C -0.181 -1.063 -0.895
C 0.874 -0.534 -1.905
C 0.889 0.730 -2.336
C -0.418 2.192 0.877
N -1.142 1.846 -0.335
H 0.988 -0.566 1.286
H 0.156 -3.158 -0.143
H -1.271 -0.935 3.501
H -0.534 -0.235 -0.257
H -1.026 -1.275 -1.554
H -0.989 -1.266 2.897
H 1.463 -1.290 -2.438
H 0.253 1.469 -1.892
H 1.447 0.959 -3.230
H 0.660 2.205 0.758
H -0.667 3.189 1.258
H -1.920 2.491 -0.447
H -0.977 1.306 1.224

Atomic partial charges in e from the Mulliken method, atoms 1 to 4: O -0.4812; C -0.3044; C -0.1534; C 0.0234

Run 3
C6H13NO | ωB97M-V with the def2-TZVPD basis set

SMILES: CCCC[C@H](N)C=O
E_LUMO (eV): 0.86
HOMO-LUMO gap (eV): 10.128

Atoms and positions in Å:
O -3.720 0.038 -1.173
C -2.982 0.788 -0.563
C -1.854 0.035 0.120
C -0.424 0.006 -0.517
C 0.746 0.527 0.258
C 2.084 -0.204 -0.207
C 3.301 0.097 0.521
N -2.568 -1.200 0.578
H -3.262 1.794 -0.596
H -1.826 0.602 1.061
H -0.166 -1.099 -0.862
H -0.521 0.508 -1.454
H 0.999 1.649 0.121
H 0.724 0.451 1.364
H 2.239 -0.137 -1.369
H 1.723 -1.303 -0.139
H 4.373 -0.040 0.189
H 3.415 -0.321 1.600
H 3.261 1.266 0.696
H -3.378 -1.341 -0.065
H -2.164 -2.113 0.437

Atomic partial charges in e from the Mulliken method, atoms 1 to 4: O -0.5218; C -0.2797; C 0.2798; C -0.7753

Run 4
C6H13NO | ωB97M-V with the def2-TZVPD basis set

E_LUMO (alpha / beta) (eV): -0.55 / -0.55
HOMO-LUMO gap (alpha / beta) (eV): 6.628 / 6.653

Atoms and positions in Å:
C -1.224 -0.497 -0.410
C 1.016 0.674 0.246
C -2.016 -1.704 -0.114
C 1.212 1.245 -1.165
C 1.946 -0.527 0.453
C -0.425 0.261 0.595
O -1.570 1.374 0.160
N -0.694 -0.239 1.825
H -1.115 2.069 -0.334
H -1.127 -0.236 -1.463
H 1.274 1.447 0.980
H -0.942 0.505 2.479
H -3.075 -1.464 0.028
H -1.653 -2.214 0.773
H -1.971 -2.373 -0.982
H 0.950 0.510 -1.930
H 2.258 1.514 -1.322
H 0.629 2.151 -1.344
H 2.988 -0.243 0.298
H 1.687 -1.335 -0.237
H 1.852 -0.917 1.465

Atomic partial charges in e from the Mulliken method, atoms 1 to 4: C -0.2161; C 0.6003; C -1.2191; C -1.5583

Calculated relative energies: run 1 0.0; run 2 709.1; run 3 69.2; run 4 231.5, given in kJ/mol